Molecular formula: C7H6O
Method: DFT, wB97M-V/def2-TZVPD

Structure (XYZ):
```
14
Properties=species:S:1:pos:R:3
C -1.143 -0.785 -1.402
C -0.583 0.637 -0.145
C -0.268 1.327 1.010
C 0.924 1.096 1.467
C 1.494 0.182 0.810
C 0.608 -0.316 -0.161
C 0.321 -1.089 -1.214
H -1.552 -0.938 -2.475
H -1.750 -1.568 -0.627
H -0.904 2.075 1.514
H 1.287 1.456 2.569
H 2.516 -0.386 1.126
H 0.600 -2.086 -1.584
O -1.552 0.396 -0.888
```

Calculated values
highest occupied orbital energy	-7.582	eV
relative energy (zero: lowest compared OMol25 entry of this formula, charge and spin)	390.07	kJ/mol
HOMO-LUMO gap	7.6	eV
largest force on an atom	0.21082	hartree/bohr